[1]
Here is 3 unconnected molecules or ions with the total composition C25H48BNO12S in a non-equilibrium geometry from the OMol25 dataset. Energies are from ωB97M-V with the def2-TZVPD basis set.

* frontier orbital gap: 8.949 eV
* SMILES string: C#C[C@H]1C(=O)N[C@](O)(B(O)OCC)[C@@]1(S)CCCOC(C)=O.COCCOCCOC.COCCOCCOC
* electronic energy: -64265.9371 eV

Last column: Löwdin charge in e.
CARTESIAN COORDINATES (ANGSTROEM)
C1 -2.60777 -2.96370 0.27509  0.084
C2 -2.09035 -1.95468 -0.41366  -0.040
C3 -1.32215 -0.65995 -1.02199  -0.205
C4 0.10256 -0.89902 -1.73595  -0.281
O1 0.94256 -1.84394 -1.62619  0.051
N1 0.23376 0.33338 -2.56603  0.108
C5 -1.03545 1.17237 -2.62223  -0.294
O2 -1.30926 1.12164 -4.08351  -0.046
B1 -0.82165 2.79825 -2.42570  -0.433
O3 -1.91782 3.65151 -2.87861  0.078
O4 0.41210 3.32491 -1.87637  -0.035
C6 0.21690 3.88872 -0.54432  -0.214
C7 -0.41149 5.39507 -0.62553  -0.080
C8 -2.25555 0.46304 -1.77542  -0.507
S1 -2.92127 1.40026 -0.28115  0.828
C9 -3.47881 -0.15507 -2.66959  -0.153
C10 -4.39676 0.96649 -3.37730  -0.137
C11 -5.61594 1.51782 -2.43131  -0.207
O5 -6.07476 0.52902 -1.46736  -0.085
C12 -6.99750 1.07685 -0.51642  -0.361
C13 -6.89112 2.51323 0.19903  -0.023
O6 -7.98221 0.31322 -0.17665  0.018
H1 -2.76417 -3.79511 1.06875  0.066
H2 -1.00817 -0.08032 -0.06165  0.124
H3 1.09511 0.86074 -2.34046  0.142
H4 -0.44714 0.84557 -4.49790  0.124
H5 -2.42122 4.02962 -2.11733  0.085
H6 1.27434 3.99413 -0.06934  0.130
H7 -0.44387 3.23572 0.14231  0.111
H8 -1.52147 5.30092 -0.28366  0.077
H9 0.13888 6.13830 0.07211  0.089
H10 -0.44194 5.73669 -1.72253  0.093
H11 -3.28832 2.68142 -0.68217  -0.112
H12 -4.04866 -0.93102 -2.04148  0.119
H13 -2.95754 -0.75797 -3.52494  0.135
H14 -4.84917 0.55427 -4.37238  0.127
H15 -3.79106 1.91099 -3.70426  0.119
H16 -6.48667 1.84266 -3.13976  0.144
H17 -5.19202 2.48516 -1.93090  0.097
H18 -7.53880 2.46995 1.16940  0.105
H19 -5.80572 2.74295 0.54941  0.077
H20 -7.31290 3.37931 -0.43132  0.094
C14 6.71615 5.25296 2.70774  -0.112
O7 6.22204 5.74424 1.47461  -0.209
C15 7.25195 6.29406 0.65297  -0.192
C16 6.90804 6.12264 -0.82309  -0.174
O8 7.11259 4.79297 -1.30831  -0.132
C17 6.16754 3.80945 -0.87518  -0.171
C18 4.78388 3.98134 -1.49749  -0.188
O9 4.06406 5.02006 -0.83781  -0.208
C19 3.11127 5.63884 -1.68325  -0.106
H21 7.11295 6.07268 3.31488  0.087
H22 5.88954 4.78053 3.24246  0.088
H23 7.48969 4.49663 2.53911  0.086
H24 8.21195 5.80544 0.86043  0.126
H25 7.33097 7.35698 0.89516  0.124
H26 7.59617 6.74944 -1.39909  0.127
H27 5.90122 6.47435 -1.05156  0.116
H28 6.12321 3.76092 0.21349  0.117
H29 6.57227 2.85168 -1.21660  0.127
H30 4.20850 3.05555 -1.37920  0.124
H31 4.89310 4.20166 -2.56489  0.128
H32 3.59766 6.05629 -2.57170  0.092
H33 2.64817 6.46097 -1.13226  0.090
H34 2.33706 4.92380 -1.97590  0.068
C20 -0.19510 -5.67290 1.03880  -0.105
O10 -0.92629 -6.49165 1.93544  -0.213
C21 -1.81052 -7.38684 1.26103  -0.191
C22 -1.99439 -8.66751 2.06882  -0.174
O11 -0.88331 -9.56364 1.98238  -0.132
C23 0.29938 -9.17438 2.68817  -0.172
C24 0.15769 -9.26272 4.20593  -0.195
O12 -0.55906 -8.13756 4.70799  -0.208
C25 -1.24511 -8.42692 5.91203  -0.113
H35 -0.86919 -5.00270 0.49751  0.053
H36 0.51124 -5.07624 1.61965  0.094
H37 0.37574 -6.28698 0.33472  0.090
H38 -1.41970 -7.63812 0.26734  0.127
H39 -2.77084 -6.87641 1.15001  0.120
H40 -2.83991 -9.21312 1.63793  0.126
H41 -2.25386 -8.46149 3.10796  0.116
H42 0.64232 -8.19049 2.36597  0.117
H43 1.06690 -9.89139 2.38065  0.126
H44 1.15079 -9.25435 4.67028  0.125
H45 -0.35233 -10.19635 4.46697  0.125
H46 -1.94685 -9.25551 5.76636  0.086
H47 -1.81891 -7.54266 6.19876  0.089
H48 -0.53617 -8.66689 6.71005  0.086

Forces on atoms 1 to 3 (eV/Å):
3.690 5.500 -2.989
-1.826 -4.526 3.559
-1.167 -1.419 2.146

***

[2]
Here is 2 unconnected molecules or ions with the total composition C25H48F7N2O9SSi in a non-equilibrium geometry from the OMol25 dataset. Energies are from ωB97M-V with the def2-TZVPD basis set.

* total charge: +1
* frontier orbital gap: 7.387 eV
* electronic energy: -85836.8367 eV

Last column: Löwdin charge in e.
CARTESIAN COORDINATES (ANGSTROEM)
C1 5.42296 -2.98791 -4.80935  -0.057
C2 3.95778 -2.84109 -5.29051  -0.254
O1 3.81177 -1.59891 -5.96400  -0.141
C3 3.46389 -0.53830 -5.07095  -0.177
C4 1.92782 -0.53010 -5.01028  -0.119
O2 1.34268 0.43211 -4.10201  -0.068
C5 0.74285 -0.16176 -2.95772  -0.422
N1 -0.51529 -0.79693 -3.21690  -0.021
C6 -1.23718 -0.23174 -4.36119  -0.014
C7 -0.46661 -2.23749 -3.24712  -0.466
C8 -0.44944 -3.09630 -1.98581  0.032
O3 -0.50014 -2.79624 -4.28060  0.147
C9 1.86069 -0.92294 -2.16442  -0.005
C10 2.82354 0.23667 -1.75982  -0.216
C11 3.67259 -0.07371 -0.52393  -0.092
C12 4.79127 0.97371 -0.19850  -0.230
O4 4.78416 2.12645 -1.03201  -0.235
Si1 6.18106 2.31783 -1.99460  0.463
C13 7.80406 2.06635 -1.07443  -0.155
C14 6.07019 1.20770 -3.52529  -0.152
C15 6.15332 4.08647 -2.67790  -0.158
N2 1.94300 1.42375 -1.42522  0.165
C16 0.59887 1.09849 -2.02749  -0.173
S1 -0.82249 1.33045 -0.92418  0.771
O5 -0.77381 2.71161 -0.56189  -0.235
O6 -2.07503 1.06581 -1.52614  -0.206
C17 -0.63003 0.41158 0.69452  -0.468
F1 0.54426 -0.24176 0.76649  0.120
F2 -0.62018 1.29661 1.66046  0.175
C18 -1.78668 -0.58030 1.01324  -0.382
F3 -2.08033 -1.38103 0.00456  0.167
F4 -1.32913 -1.36474 1.99403  0.176
C19 -3.10497 0.09172 1.55330  -0.599
F5 -3.28422 1.32113 1.13892  0.212
F6 -4.11552 -0.62011 1.07758  0.193
F7 -3.19241 0.03108 2.84625  0.204
H1 5.58250 -2.44505 -3.86863  0.055
H2 6.03636 -2.48357 -5.56304  0.086
H3 5.73863 -4.03033 -4.73868  0.078
H4 3.77943 -3.66511 -5.98841  0.126
H5 3.22978 -2.96817 -4.47470  0.104
H6 3.85630 0.36906 -5.53125  0.131
H7 3.93402 -0.78582 -4.11268  0.090
H8 1.60077 -1.56046 -4.85070  0.116
H9 1.59410 -0.24395 -6.01325  0.146
H10 -1.48741 0.82083 -4.19967  0.099
H11 -0.70684 -0.30081 -5.31532  0.093
H12 -2.18046 -0.76842 -4.47550  0.114
H13 -1.48478 -3.15459 -1.63269  0.094
H14 -0.16031 -4.10246 -2.28976  0.097
H15 0.21957 -2.74331 -1.20041  0.062
H16 1.59091 -1.31115 -1.17290  0.107
H17 2.34100 -1.78790 -2.62443  0.135
H18 3.46886 0.64594 -2.53601  0.125
H19 4.15462 -1.04235 -0.71412  0.133
H20 3.06074 -0.22517 0.37413  0.115
H21 4.58640 1.32721 0.82113  0.125
H22 5.75496 0.45124 -0.14915  0.111
H23 8.56368 2.64140 -1.61730  0.042
H24 7.79250 2.34992 -0.01962  0.043
H25 8.10637 1.01684 -1.19912  0.036
H26 5.13071 1.49444 -4.01291  0.016
H27 6.86662 1.46265 -4.23278  0.054
H28 6.10293 0.14000 -3.28304  0.028
H29 5.35614 4.18082 -3.42209  0.030
H30 6.00559 4.78236 -1.84422  0.037
H31 7.13134 4.29226 -3.12409  0.039
H32 2.22776 2.29343 -1.87919  0.194
H33 1.75709 1.63861 -0.44044  0.176
H34 0.41655 1.90291 -2.75651  0.164
C20 -5.58192 0.74623 4.14487  -0.114
O7 -6.42801 0.09379 5.06324  -0.190
C21 -5.87107 -1.12187 5.53997  -0.198
C22 -6.43425 -1.47260 6.90186  -0.179
O8 -5.84421 -0.74091 7.96897  -0.128
C23 -6.21978 0.62667 8.09440  -0.180
C24 -7.62912 0.82590 8.61334  -0.203
O9 -8.57445 0.64850 7.56949  -0.204
C25 -9.85020 0.28993 8.05503  -0.111
H35 -5.41985 0.12316 3.26402  0.068
H36 -6.06854 1.67283 3.84119  0.097
H37 -4.62450 0.99661 4.61465  0.086
H38 -4.77936 -1.04228 5.60987  0.126
H39 -6.13028 -1.91308 4.82326  0.129
H40 -6.18814 -2.51800 7.10395  0.128
H41 -7.52204 -1.38989 6.92026  0.122
H42 -6.05498 1.16941 7.16234  0.120
H43 -5.53224 1.04220 8.83497  0.127
H44 -7.73618 1.85074 8.99285  0.128
H45 -7.81971 0.11803 9.42814  0.129
H46 -9.80267 -0.65734 8.60411  0.088
H47 -10.50988 0.15733 7.19890  0.088
H48 -10.25834 1.07515 8.70055  0.089

Forces on atoms 1 to 3 (eV/Å):
-0.502 0.631 -0.123
1.087 -0.702 -0.022
-0.568 0.146 0.196

***

[3]
Here is a molecular structure, C25H48InP4Se in a non-equilibrium geometry from the OMol25 dataset. Energies are from ωB97M-V with the def2-TZVPD basis set.

* total charge: +3
* frontier orbital gap: 5.148 eV
* energy relative to the best compared isomer or geometry (same formula, charge and spin): 0.0 kJ/mol
* electronic energy: -134353.4431 eV

Last column: Löwdin charge in e.
CARTESIAN COORDINATES (ANGSTROEM)
In1 -0.32380 -0.19922 -0.40837  0.324
P1 -1.69059 -2.14163 0.50741  0.725
P2 1.48190 -0.13989 1.67971  0.751
P3 1.29995 -1.34549 -1.96285  0.684
H1 -3.19146 4.05719 -6.42375  0.063
C1 -3.31190 3.12602 -7.00615  -0.085
C2 -3.93017 2.11029 -6.37527  -0.093
H2 -4.51782 2.26807 -5.46360  0.055
C3 -3.06675 -1.74526 1.61957  -0.217
C4 -0.66942 -3.31328 1.43448  -0.217
C5 -2.38415 -3.06396 -0.88624  -0.220
C6 2.78367 1.15083 1.58680  -0.257
C7 0.83994 0.11281 3.36552  -0.239
C8 2.46773 -1.67785 1.78376  -0.235
C9 0.73978 -1.29225 -3.67927  -0.208
C10 1.57256 -3.08094 -1.55324  -0.226
C11 2.92267 -0.54756 -1.94057  -0.223
H3 -2.97698 3.12603 -8.06798  0.080
H4 -3.89252 1.07632 -6.70930  0.051
H5 -3.70501 -0.96077 1.19500  0.044
H6 -2.68846 -1.41070 2.59378  0.050
H7 -3.65950 -2.65839 1.76295  0.085
H8 -0.26791 -2.85398 2.34432  0.050
H9 0.16620 -3.68727 0.83509  0.043
H10 -1.29313 -4.16575 1.72273  0.089
H11 -3.07813 -2.42666 -1.44819  0.073
H12 -2.93047 -3.92668 -0.48724  0.082
H13 -1.60139 -3.41479 -1.57058  0.048
H14 3.50964 0.98206 2.40226  0.081
H15 2.32236 2.13987 1.70730  0.041
H16 3.29633 1.12979 0.61590  0.034
H17 1.62462 -0.12926 4.10227  0.082
H18 -0.03340 -0.52567 3.54586  0.040
H19 0.51542 1.15320 3.49760  0.031
H20 3.09098 -1.62223 2.69134  0.080
H21 3.11759 -1.78368 0.90478  0.041
H22 1.81712 -2.55730 1.85530  0.023
H23 1.47753 -1.86128 -4.25924  0.079
H24 0.66952 -0.25899 -4.03582  0.061
H25 -0.24714 -1.75912 -3.77107  0.063
H26 2.21934 -3.47938 -2.33921  0.079
H27 0.63876 -3.64944 -1.53214  0.041
H28 2.07003 -3.19597 -0.58699  0.041
H29 3.50792 -1.03205 -2.73393  0.084
H30 3.43088 -0.67831 -0.97718  0.042
H31 2.82322 0.52903 -2.13334  0.024
C12 0.55907 2.73416 -2.87350  -0.649
C13 -0.72371 2.47414 -3.41490  -0.151
C14 -1.05322 2.93558 -4.68983  -0.074
C15 -0.11383 3.59753 -5.47086  -0.038
C16 1.18521 3.79746 -4.96513  -0.043
C17 1.52727 3.35112 -3.68933  -0.120
Se1 0.90920 2.37302 -1.04802  0.766
H32 -1.45038 1.61637 0.18253  -0.111
H33 -1.45540 1.95024 -2.79931  0.073
H34 -2.05169 2.76232 -5.07340  0.051
H35 -0.40693 3.94141 -6.46121  0.117
H36 1.93527 4.30812 -5.56897  0.123
H37 2.53200 3.49849 -3.27731  0.110
C18 -3.77972 1.92744 1.14668  -0.183
P4 -2.06020 2.33701 1.30755  0.916
C19 -1.65206 3.91487 0.58133  -0.232
C20 -1.61203 2.40028 3.04484  -0.353
C21 -2.22431 1.49832 3.92660  -0.107
C22 -2.10558 1.68494 5.29477  -0.029
C23 -1.43213 2.79845 5.78740  -0.014
C24 -0.84648 3.70794 4.93343  -0.026
C25 -0.92783 3.53097 3.55241  -0.053
H38 -4.08906 1.54968 0.16191  0.082
H39 -4.25522 2.89417 1.34465  0.087
H40 -4.06299 1.17191 1.88890  0.047
H41 -2.30438 4.57826 1.15003  0.081
H42 -0.58236 4.10253 0.72670  0.028
H43 -1.82253 3.94963 -0.50157  0.075
H44 -2.82383 0.67853 3.54119  0.086
H45 -2.54902 0.95714 5.96121  0.127
H46 -1.36683 2.94936 6.86320  0.137
H47 -0.31545 4.57566 5.30280  0.131
H48 -0.50849 4.27022 2.87779  0.109

Forces on atoms 1 to 3 (eV/Å):
2.359 1.130 0.101
-0.514 -0.084 -0.033
0.489 0.288 0.077